# 1
Computed, not measured: a structure of composition CH3N4 at a distorted geometry, with ωB97M-V/def2-TZVPD.

Each line ends with the Löwdin charge.
Cartesian coordinates (Å):
C1 -0.05 0.19 0.18  -0.291
N1 -1.35 0.80 -0.10  0.143
N2 -1.80 -0.35 -0.26  0.137
N3 -0.66 -1.03 0.23  0.094
N4 1.12 0.68 0.03  0.328
H1 -0.45 -2.09 -0.02  0.235
H2 1.23 1.68 -0.09  0.177
H3 1.96 0.11 0.03  0.177

As for the net charge: +1. The calculation puts the calculated total energy at -258.5291 Ha. The value obtained for the HOMO-LUMO gap is 10.0 eV. The energy above the lowest of the compared OMol25 structures with the same formula, charge and spin is 352.7 kJ/mol.

# 2
Computed, not measured: the ion CH3N4O with charge +1 at a distorted geometry, with ωB97M-V/def2-TZVPD.

Each line ends with the Löwdin charge.
Cartesian coordinates (Å):
C1 -4.37 -0.16 0.01  -0.164
N1 -3.36 0.47 0.25  0.134
N2 -2.06 0.52 0.18  0.007
N3 -1.42 -0.49 -0.09  -0.002
N4 -0.04 -0.18 -0.09  0.126
O1 -5.52 -0.45 -0.15  0.228
H1 0.42 -1.05 -0.69  0.255
H2 0.31 -0.13 0.93  0.206
H3 0.22 0.79 -0.52  0.210

As for the net charge: +1. The calculation puts the calculated total energy at -333.7655 Ha. The value obtained for the HOMO-LUMO gap is 10.1 eV. The energy above the lowest of the compared OMol25 structures with the same formula, charge and spin is 177.1 kJ/mol. As for the SMILES: [NH3+]/N=N/N=C=O.

For reference, molar mass by record: 71.1; 87.1 g mol⁻¹.